(1)
A cluster of 2 separate species, C3H10NO2PS in total in a non-equilibrium geometry, computed with ωB97M-V/def2-TZVPD.

The geometry in XYZ format:
```
18
Properties=species:S:1:pos:R:3:forces:R:3:mulliken_charge:R:1
N -2.5923 -1.2219 1.0621 2.62 -1.41 -2.17 -0.5403
P -2.5266 -0.3108 -0.3656 -1.21 -0.89 -1.68 0.7604
O -2.5269 -1.2438 -1.5371 0.56 0.90 1.90 -0.5175
S -2.8729 1.5769 -0.6982 0.31 -1.26 1.31 -0.2936
H -2.6206 -0.8867 1.9959 -0.05 0.92 0.55 0.2850
H -1.7505 -1.9329 0.9568 -2.48 1.67 0.24 0.3167
C 0.6500 0.9181 -1.2458 0.30 3.47 0.89 -1.3177
C 1.2960 -0.0805 -0.3832 2.20 -3.63 1.14 0.7152
C 2.0412 0.4939 0.8590 -0.47 0.90 0.56 -1.1849
O 0.2625 -0.9389 0.2136 -5.12 4.57 -10.25 -0.3650
H 0.5102 1.9619 -0.6497 0.02 -2.47 -1.23 0.2305
H 1.2517 1.2093 -2.0897 0.38 -0.10 -0.38 0.3194
H -0.2993 0.6077 -1.6161 -0.58 -0.30 -0.24 0.3357
H 2.0191 -0.8945 -0.9027 -1.49 2.19 0.52 0.2116
H 1.2223 1.2799 1.2010 2.18 -1.36 0.05 0.2808
H 3.0524 0.9788 0.6088 -1.68 -0.51 0.34 0.2781
H 2.2498 -0.3121 1.6957 -0.50 1.55 -1.70 0.3519
H 0.6340 -1.2045 0.8953 5.01 -4.23 10.16 0.1336
```
Positions in Å, forces in eV/Å.

Summary:
SMILES   NP(=O)=S.CC(C)O
Gap between HOMO and LUMO   9.498 eV
Lowest unoccupied orbital energy   0.090 eV
Energy relative to the best compared isomer or geometry (same formula, charge and spin)   53.1 kcal/mol
E_HOMO   -9.408 eV
Charge   0
DFT total energy   -1065.0444 Ha
F_max   12.339 eV Å⁻¹

***

(2)
A cluster of 2 separate species, C3H10NO2S in total in a non-equilibrium geometry, computed with ωB97M-V/def2-TZVPD.

The geometry in XYZ format:
```
17
Properties=species:S:1:pos:R:3:forces:R:3:mulliken_charge:R:1
O -0.4123 -0.1017 2.5192 1.19 -2.67 -0.69 -0.5696
C 0.0277 -1.2598 2.4955 -0.62 1.82 0.55 0.1875
O 1.2744 -1.5485 2.0971 -0.25 0.16 0.64 -0.4247
H -0.5513 -2.1478 2.8079 -0.05 0.44 0.04 0.4119
H 1.5830 -2.3501 2.5694 -0.16 0.22 -0.64 0.3672
C 0.2927 1.3925 -0.8822 0.45 2.53 -0.32 -0.6778
C -0.5732 0.2113 -1.1518 -0.63 -0.58 1.55 -0.3376
S -0.3891 -0.3376 -2.8200 0.38 -0.48 -0.97 -0.1779
N 0.2159 1.8044 0.5795 1.64 -1.37 0.17 -0.1951
H -0.0267 2.3478 -1.4367 0.38 -1.60 0.53 0.3360
H 1.3626 1.2530 -1.0861 -0.35 -0.23 -0.06 0.3803
H -1.6292 0.4888 -1.0797 0.18 0.05 0.48 0.3444
H -0.3410 -0.5616 -0.3641 -0.28 0.46 -0.93 0.2135
H -1.6239 -0.8465 -2.9086 0.05 -0.01 -0.09 0.1669
H 0.7594 2.6342 0.7514 0.39 0.48 0.00 0.3780
H 0.5136 1.0742 1.2935 -0.47 0.42 -0.77 0.2550
H -0.7114 2.0167 0.8168 -1.88 0.36 0.51 0.3421
```
Positions in Å, forces in eV/Å.

Summary:
Gap between HOMO and LUMO   9.650 eV
Lowest unoccupied orbital energy   -3.139 eV
Energy relative to the best compared isomer or geometry (same formula, charge and spin)   2.1 kcal/mol
E_HOMO   -12.789 eV
Charge   +1
DFT total energy   -723.4774 Ha
F_max   3.002 eV Å⁻¹

***

(3)
A cluster of 2 separate species, C3H10NO2S2 in total in a non-equilibrium geometry, computed with ωB97M-V/def2-TZVPD.

The geometry in XYZ format:
```
18
Properties=species:S:1:pos:R:3:forces:R:3:mulliken_charge:R:1
N -0.7221 -0.7914 0.8598 0.57 -0.09 0.53 -0.3096
C -0.1636 0.5233 0.4196 -0.05 0.39 -0.23 0.3366
C -0.0082 0.3917 -1.0881 0.21 -0.29 0.10 -0.3246
O 0.0586 -0.7018 -1.5711 -0.05 -0.12 -0.37 -0.4915
C 1.1036 0.8951 1.1992 0.12 -0.94 0.79 -1.0283
S 2.2375 2.0757 0.4460 0.00 0.25 0.07 -0.0059
S 3.0053 1.1269 -1.1883 -0.01 -0.06 -0.33 -0.1692
H -0.5415 -1.4958 0.1346 0.11 0.14 -0.52 0.3428
H -0.2494 -1.1327 1.6971 -0.40 0.14 0.27 0.3452
H -1.7327 -0.7514 0.9430 -0.20 -0.21 0.22 0.3552
H -0.8934 1.3014 0.6224 -0.28 -0.04 -0.05 0.2413
H -0.0038 1.3168 -1.6629 0.16 0.19 -0.21 0.6167
H 0.7653 1.3499 2.1336 0.15 0.34 -0.06 0.4288
H 1.6275 -0.0093 1.5600 0.05 0.19 -0.57 0.4323
H 4.1898 0.6611 -0.7455 -0.16 0.05 0.33 0.2028
H -3.5897 -1.2542 -1.0915 0.40 -0.12 0.07 0.2999
H -2.4398 -2.0584 -1.6927 0.09 0.03 -0.03 0.2939
O -2.6434 -1.4469 -0.9752 -0.69 0.12 0.00 -0.5665
```
Positions in Å, forces in eV/Å.

Summary:
Gap between HOMO and LUMO   9.662 eV
Lowest unoccupied orbital energy   -3.323 eV
Energy relative to the best compared isomer or geometry (same formula, charge and spin)   9.6 kcal/mol
E_HOMO   -12.986 eV
Charge   +1
DFT total energy   -1121.6599 Ha
F_max   1.231 eV Å⁻¹

***

(4)
A cluster of 2 separate species, C3H10NO3 in total in a non-equilibrium geometry, computed with ωB97M-V/def2-TZVPD.

The geometry in XYZ format:
```
17
Properties=species:S:1:pos:R:3:forces:R:3:mulliken_charge:R:1
N 1.2910 0.9678 -0.9053 0.84 -2.34 -1.18 -0.8076
C 0.8759 -0.4149 -0.4096 -0.47 1.90 2.26 0.1568
C -0.4417 -0.7953 -1.0811 -1.97 -1.19 1.78 0.1712
O -0.5766 -0.2951 -2.3651 1.28 1.01 -1.81 -0.5537
C 0.6671 -0.3204 1.3420 0.64 -2.83 -2.78 -0.6664
O -0.5353 0.0905 1.6092 2.27 0.00 0.71 -0.7102
H 0.8416 1.5985 -0.3198 -1.80 1.37 1.19 0.2182
H 2.2374 1.1606 -0.6293 0.74 -0.50 -0.14 0.2411
H 1.5837 -1.2093 -0.5802 0.83 0.18 -0.43 0.3732
H -0.4958 -1.9667 -1.1806 -0.10 1.94 0.69 0.1700
H -1.3950 -0.3684 -0.4697 2.40 -1.29 -1.00 -0.3640
H 0.2681 0.1989 -2.5467 -1.13 -0.32 0.31 0.3555
H 0.8691 -1.5163 1.4857 -0.21 1.70 0.58 0.2071
H 1.6054 0.2192 1.7611 -0.92 -0.36 -0.54 0.2361
H -1.7183 1.3564 1.7243 -0.07 -0.85 0.06 0.3581
H -2.4921 0.3746 0.8915 0.28 -0.10 0.26 0.3004
O -2.5846 0.9199 1.6737 -2.61 1.70 0.04 -0.6858
```
Positions in Å, forces in eV/Å.

Summary:
Gap between HOMO and LUMO   7.078 eV
Lowest unoccupied orbital energy   4.067 eV
Energy relative to the best compared isomer or geometry (same formula, charge and spin)   45.8 kcal/mol
E_HOMO   -3.012 eV
Charge   -1
DFT total energy   -400.7145 Ha
F_max   4.016 eV Å⁻¹

***

(5)
A cluster of 2 separate species, C3H10NO3 in total in a non-equilibrium geometry, computed with ωB97M-V/def2-TZVPD.

The geometry in XYZ format:
```
17
Properties=species:S:1:pos:R:3:forces:R:3:mulliken_charge:R:1
C 1.3207 0.1481 -1.0695 -5.40 -0.28 2.17 -0.7572
C -0.1063 -0.1916 -1.6520 1.26 -2.43 -4.49 -0.3798
O -1.0569 0.6946 -1.3924 -0.43 2.04 1.32 -0.6468
N 1.1342 -0.1232 0.4512 3.54 1.55 0.13 -0.5741
C 0.0040 0.5454 1.2675 -0.69 -0.88 -1.63 -0.0796
O -0.3147 1.7664 0.7271 -0.47 -1.04 0.13 -0.7957
H 1.3593 1.2195 -1.1665 0.38 0.56 -0.50 0.4281
H 2.1236 -0.3417 -1.5588 0.79 -0.80 0.13 0.4208
H 0.0810 -0.2807 -2.8947 -0.20 0.41 2.13 0.2285
H -0.5550 -1.2737 -1.5500 1.38 1.15 0.69 0.1893
H -0.6943 1.3670 -0.4891 -0.57 -0.58 0.13 0.4115
H 1.9287 0.5627 0.7044 -1.24 -1.77 0.50 0.2825
H -0.8753 -0.3404 1.3792 1.80 3.00 -0.56 -0.1565
H 0.4477 0.6180 2.2788 -0.21 -0.05 -0.23 0.3637
H -0.4955 -1.9599 0.6742 0.57 -0.11 -0.03 0.3979
H -1.5599 -1.9279 1.7097 0.64 -0.66 0.01 0.3802
O -0.7547 -2.4350 1.4750 -1.16 -0.12 0.08 -0.7128
```
Positions in Å, forces in eV/Å.

Summary:
Gap between HOMO and LUMO   8.299 eV
Lowest unoccupied orbital energy   4.196 eV
Energy relative to the best compared isomer or geometry (same formula, charge and spin)   46.9 kcal/mol
E_HOMO   -4.103 eV
Charge   -1
DFT total energy   -400.7127 Ha
F_max   5.826 eV Å⁻¹

***

(6)
A cluster of 2 separate species, C3H10NO3 in total in a non-equilibrium geometry, computed with ωB97M-V/def2-TZVPD.

The geometry in XYZ format:
```
17
Properties=species:S:1:pos:R:3:forces:R:3:mulliken_charge:R:1
C 1.4724 0.1612 1.3300 -0.16 1.80 -2.68 -1.1320
C -1.4392 0.7620 -0.1122 2.60 -0.05 -0.29 0.1974
C 0.6076 -0.0183 0.0285 -3.32 -0.13 1.18 0.1423
N 0.1261 -1.5737 0.0970 0.42 0.40 -0.55 -0.3854
O -2.0341 0.1743 -1.1444 0.09 -0.65 -1.25 -0.4668
O -1.3415 2.1018 -0.1373 -0.26 0.38 -0.71 -0.4693
O 1.0152 0.1467 -1.2338 0.46 0.40 -0.32 -0.4803
H 2.2929 -0.5362 1.2375 0.03 -0.83 0.80 0.4075
H 2.0477 1.1466 1.3323 -1.38 -0.95 0.08 0.3433
H 0.7201 0.0835 2.1194 0.90 -0.17 0.39 0.3133
H -1.8691 0.2592 0.7181 -0.08 0.47 1.50 0.4090
H -0.4948 -1.6292 0.9252 1.31 -0.93 0.01 0.3644
H 0.9423 -2.2704 -0.0995 -2.06 1.12 1.18 0.3662
H -0.5638 -1.6574 -0.6524 0.31 -0.08 -0.45 0.3352
H -1.8076 0.5822 -1.9918 0.11 -0.08 -0.11 0.3446
H -1.5558 2.5046 -1.0309 0.36 -0.81 1.48 0.3499
H 1.8815 -0.2366 -1.3856 0.68 0.08 -0.26 0.3606
```
Positions in Å, forces in eV/Å.

Summary:
Gap between HOMO and LUMO   9.517 eV
Lowest unoccupied orbital energy   -3.467 eV
Energy relative to the best compared isomer or geometry (same formula, charge and spin)   94.3 kcal/mol
E_HOMO   -12.984 eV
Charge   +1
DFT total energy   -400.4344 Ha
F_max   3.532 eV Å⁻¹

***

(7)
A structure of composition C3H10NO3 in a non-equilibrium geometry, computed with ωB97M-V/def2-TZVPD.

The geometry in XYZ format:
```
17
Properties=species:S:1:pos:R:3:forces:R:3:mulliken_charge:R:1
O 0.8307 0.0555 1.6251 -4.20 -1.48 -4.78 -0.4611
C 0.4113 -0.7950 0.4665 1.10 -2.98 3.13 0.0977
O -0.7945 -1.0211 0.2827 1.83 -0.03 -0.04 -0.4071
C 0.9831 0.0500 -1.0214 2.26 1.96 -2.75 0.2990
C -0.2855 0.6646 -1.6546 -1.34 -0.57 2.02 -1.0771
N 1.9055 0.9720 -0.5179 -0.55 -0.47 1.45 -0.2471
H -2.0831 -1.1898 1.8693 -0.74 -0.06 -0.03 0.3521
H 1.4547 -0.7292 -1.6367 -0.15 0.38 -0.46 0.3459
H -0.8100 1.2309 -0.8539 0.47 0.30 -0.93 0.3287
H 0.0485 1.2640 -2.5147 0.07 -0.14 0.41 0.3680
H -0.9982 -0.1238 -1.9106 0.39 -0.02 -0.34 0.3798
H 2.4895 1.5773 -1.0876 0.73 -1.17 -0.24 0.2348
H 1.2302 -1.5913 0.3873 -0.54 0.45 -0.82 0.3830
H 1.9575 1.0296 0.5212 -0.52 0.98 -1.16 0.2924
H -0.1334 0.2283 1.2032 0.60 2.83 4.40 0.4135
H -3.5550 -0.7586 2.2676 0.08 -0.18 -0.32 0.3224
O -2.6513 -0.8632 2.5743 0.49 0.22 0.45 -0.6248
```
Positions in Å, forces in eV/Å.

Summary:
Gap between HOMO and LUMO   4.791 eV
Lowest unoccupied orbital energy   -9.515 eV
Energy relative to the best compared isomer or geometry (same formula, charge and spin)   208.2 kcal/mol
E_HOMO   -14.306 eV
Charge   +1
DFT total energy   -400.2529 Ha
F_max   6.528 eV Å⁻¹

***

(8)
A cluster of 3 separate species, C3H10NO3S in total in a non-equilibrium geometry, computed with ωB97M-V/def2-TZVPD.

The geometry in XYZ format:
```
18
Properties=species:S:1:pos:R:3:forces:R:3:mulliken_charge:R:1
O 1.6903 1.1215 -0.5715 -1.07 -1.55 1.55 -0.5201
C 1.1060 0.1277 0.2936 1.57 -0.33 -3.21 -0.6282
C -0.4001 0.1269 0.2821 -0.87 3.78 -2.63 -0.0806
C -0.8757 -1.0100 1.1678 -0.11 -3.73 1.80 -0.6649
S -0.3227 -0.8608 2.8511 -0.02 0.32 -1.06 -0.2028
N -0.8875 0.0463 -1.0966 -0.05 -0.24 2.41 -0.4524
H 1.4625 -0.8907 -0.0531 -0.27 1.12 0.51 0.3937
H 1.4136 0.3046 1.3051 0.16 0.13 1.62 0.3647
H -0.4645 -1.9865 0.7641 -0.56 1.25 0.08 0.3005
H -1.9707 -1.0290 1.1200 0.18 0.28 0.06 0.3949
H -0.7813 1.1048 0.7612 0.29 -1.26 -0.74 0.4942
H -0.4473 -0.7843 -1.5331 1.10 -0.81 -0.63 0.3655
H -1.8881 -0.1051 -1.1811 -0.14 0.66 0.34 0.2917
H 0.5778 -2.6831 -2.2605 -0.45 0.87 1.06 0.1323
O 0.3609 -2.1990 -1.4208 0.16 -0.99 -1.00 -0.8944
H 0.3259 3.8611 -0.0518 0.37 0.81 0.03 0.1774
H 1.0388 1.8975 -0.4208 0.21 0.86 -0.07 0.4672
O 0.0622 2.9580 0.0444 -0.51 -1.18 -0.14 -0.9386
```
Positions in Å, forces in eV/Å.

Summary:
Gap between HOMO and LUMO   4.009 eV
Lowest unoccupied orbital energy   -0.654 eV
Energy relative to the best compared isomer or geometry (same formula, charge and spin)   183.5 kcal/mol
E_HOMO   -4.663 eV
Charge   -1
DFT total energy   -798.7677 Ha
F_max   4.692 eV Å⁻¹

***

(9)
A cluster of 3 separate species, C3H10NO3S in total in a non-equilibrium geometry, computed with ωB97M-V/def2-TZVPD.

The geometry in XYZ format:
```
18
Properties=species:S:1:pos:R:3:forces:R:3:mulliken_charge:R:1
O 0.0422 -0.8045 1.8593 -1.65 -1.07 0.74 -0.5825
C -0.1344 -1.4947 0.6663 2.79 3.63 2.49 0.9398
O 1.2148 -1.9911 0.2988 -2.94 -4.16 0.49 -0.3808
C -0.4328 -0.3424 -0.4225 0.23 1.41 -1.44 -0.6286
C -0.9994 -2.6624 0.6109 3.55 1.51 -6.41 -0.5503
S -1.1027 2.3250 -2.1158 1.22 0.98 2.55 -0.0807
N 0.8691 0.4899 -0.5048 -3.05 -0.27 1.63 -0.2460
H 1.0354 -2.9947 0.5981 2.19 2.68 -0.93 0.3700
H -0.6524 -0.8894 -1.3532 0.11 0.71 -0.11 0.3627
H -0.8394 -3.1608 -0.4794 -0.57 1.16 2.52 0.3408
H -1.6607 -3.1843 1.1474 -2.48 -1.36 3.06 0.3489
H -1.6864 1.9352 -3.1737 -0.89 -0.96 -2.11 0.2055
H -1.2454 0.4627 -0.2013 0.96 -2.27 0.28 0.4443
H 0.7789 1.2772 -1.1943 0.30 -0.92 -0.25 0.1634
H 0.9127 0.9223 0.5081 1.26 0.33 -0.98 0.3537
H 1.7689 2.3353 2.1657 0.54 1.82 0.76 0.2471
H 0.6864 -0.0343 2.0501 -0.29 -0.46 -0.95 0.4851
O 1.4756 1.5078 1.8658 -1.28 -2.75 -1.36 -0.7923
```
Positions in Å, forces in eV/Å.

Summary:
Gap between HOMO and LUMO   3.633 eV
Lowest unoccupied orbital energy   -9.020 eV
Energy relative to the best compared isomer or geometry (same formula, charge and spin)   325.2 kcal/mol
E_HOMO   -12.653 eV
Charge   +1
DFT total energy   -798.2388 Ha
F_max   7.483 eV Å⁻¹

***

(10)
A cluster of 3 separate species, C3H10NO4 in total in a non-equilibrium geometry, computed with ωB97M-V/def2-TZVPD.

The geometry in XYZ format:
```
18
Properties=species:S:1:pos:R:3:forces:R:3:mulliken_charge:R:1
C -1.2293 -1.7932 0.6433 1.82 -0.29 -0.47 -0.3620
N 0.2287 -1.8272 0.9266 -2.66 1.99 0.85 -0.2609
C 0.9596 -0.5915 1.0664 2.90 -3.25 -0.30 0.4756
O 0.3631 0.4769 1.1286 -0.98 1.52 0.64 -0.7435
O 2.2017 -0.7890 1.1162 -0.41 0.42 -0.10 -0.7789
C -1.5834 -0.5735 -0.2071 0.19 0.21 -3.34 -0.7951
H -1.4515 -2.8605 0.2060 -0.10 2.24 0.46 0.2989
H -1.6817 -1.7043 1.6005 -1.05 -0.12 0.84 0.1881
H 0.6131 -2.5857 0.4722 1.83 -1.13 -0.82 0.2404
H -0.7912 -0.4977 -1.1734 -2.61 -0.50 2.12 0.1395
H -1.4765 0.4478 0.1567 0.37 -0.72 0.89 0.2292
H -2.6783 -0.5697 -0.4324 0.65 -0.55 -0.77 0.3445
H 0.8966 2.1912 -2.9632 0.31 1.38 0.16 0.2463
H 1.3584 1.7019 -1.3857 -0.99 0.99 -2.39 0.4140
O 0.9987 1.5113 -2.3259 0.48 -2.26 1.78 -0.6898
H 1.1922 1.7266 0.4989 0.08 -0.41 0.49 0.5298
H 0.6716 3.1145 0.5420 0.55 -0.17 -0.54 0.2799
O 1.4081 2.6221 0.1302 -0.38 0.64 0.51 -0.7559
```
Positions in Å, forces in eV/Å.

Summary:
Gap between HOMO and LUMO   8.284 eV
Lowest unoccupied orbital energy   3.839 eV
Energy relative to the best compared isomer or geometry (same formula, charge and spin)   45.9 kcal/mol
E_HOMO   -4.444 eV
Charge   -1
DFT total energy   -476.0625 Ha
F_max   4.369 eV Å⁻¹